(1)
The following is a quantum chemistry calculation of a cluster of 2 separate species, C4H7Cl2NO2 in total, from OMol25.

The geometry in XYZ format:
```
16
Properties=species:S:1:pos:R:3:mulliken_charge:R:1
O -1.01 1.16 1.27 -0.256
H 0.53 1.21 -1.74 0.354
H 1.81 2.17 0.23 0.279
C 2.21 1.33 -0.34 -1.084
H -1.68 1.10 0.56 0.298
H 2.87 1.74 -1.10 0.373
Cl 0.10 -2.49 1.51 -0.161
N -0.47 -0.05 1.56 -0.390
H -2.56 -2.06 0.42 0.357
O 0.72 -0.50 -0.72 -0.433
H 2.76 0.67 0.33 0.305
C -1.77 -1.51 -0.09 -0.485
H -1.30 -2.14 -0.84 0.321
Cl -2.56 -0.16 -0.97 -0.232
C 1.08 0.62 -0.98 0.247
C -0.73 -1.10 0.92 0.507
```

* HOMO energy: -0.348 Eh
* SMILES: O/N=C(/Cl)CCl.CC=O
* energy relative to the best compared isomer or geometry (same formula, charge and spin): 254.3 kJ/mol

---

(2)
The following is a quantum chemistry calculation of an isolated molecule of C4H7ClFN, from OMol25.

The geometry in XYZ format:
```
14
Properties=species:S:1:pos:R:3:mulliken_charge:R:1
F -1.19 1.30 -1.44 -0.265
Cl 0.45 3.05 -0.36 -0.222
H 2.17 -0.44 0.78 0.300
H 1.73 1.15 1.40 0.411
C 0.23 0.29 0.12 0.421
H 0.98 -0.36 1.94 0.325
C 1.33 0.22 1.09 -1.507
H -2.05 -0.31 -0.82 0.341
C -0.14 1.31 -0.66 0.547
C -0.47 -1.08 -0.06 -0.582
H -1.10 -0.83 -1.88 0.319
N -1.53 -1.23 -1.01 -0.737
H 0.39 -1.93 -0.09 0.285
H -0.79 -1.15 1.00 0.364
```

* HOMO energy: -0.347 Eh
* SMILES: C/C(CN)=C(/F)Cl
* energy relative to the best compared isomer or geometry (same formula, charge and spin): 109.8 kJ/mol

---

It is found that the orbital gap values, taken in the order of the records, are 10.1 10.2 eV.
It is found that the max |F| values, taken in the order of the records, are 1.5 3.7 eV/A.
It is found that the energy values, taken in the order of the records, are -1282.14083 -771.35655 Ha.